1.
Density functional theory data (the ωB97M-V functional and the def2-TZVPD basis) for a molecular structure, C22H23N2O5PdS2 at a distorted geometry.

Values from the calculation:
* frontier orbital gap (alpha / beta): 0.2195 / 0.2198 Ha
* max |F|: 2.82 eV Å⁻¹
* total charge: -1
* total energy: -2262.0910 Ha

Last column: Löwdin charge in e.
Atoms and positions in Å:
Pd (-0.39740, 0.24757, 0.32736)  0.5695
O (-0.76302, 1.85552, -1.39181)  -0.2135
N (-0.36528, 1.40333, -2.54111)  -0.2577
C (-1.03064, 1.79638, -3.64035)  -0.0498
C (-0.64854, 1.42925, -4.90611)  -0.0909
C (0.47628, 0.61790, -5.05859)  -0.1033
C (1.12421, 0.17657, -3.93144)  -0.1230
C (0.70844, 0.54651, -2.64538)  -0.6954
S (1.53043, -0.00701, -1.26297)  0.6295
H (-1.87161, 2.44640, -3.44643)  0.1278
H (-1.21109, 1.77904, -5.75525)  0.0910
H (0.83066, 0.35041, -6.04172)  0.0942
H (1.98315, -0.46860, -3.99740)  0.0911
C (0.64591, 1.42710, 1.91436)  -0.0664
C (0.75810, 0.27625, 2.74905)  -0.3289
C (1.88742, -0.58020, 2.68184)  -0.0432
C (1.99252, -1.67695, 3.50447)  -0.0899
C (0.99418, -1.97057, 4.42843)  -0.0889
C (-0.12609, -1.15177, 4.50462)  -0.0986
C (-0.24550, -0.04385, 3.69935)  -0.0531
H (1.56556, 1.80538, 1.46644)  0.0572
H (-0.10110, 2.17683, 2.18063)  0.0735
H (2.66081, -0.36699, 1.95413)  0.1074
H (2.86097, -2.31952, 3.43439)  0.0989
H (1.09006, -2.82708, 5.08140)  0.0932
H (-0.91681, -1.38329, 5.20833)  0.0997
H (-1.10810, 0.60405, 3.77970)  0.0810
C (-6.19674, -4.15079, 5.07491)  -0.0548
C (-5.61950, -2.94115, 4.40240)  -0.2752
C (-6.39094, -1.80763, 4.17349)  -0.0383
C (-5.84978, -0.70998, 3.52702)  -0.0536
C (-4.53023, -0.73653, 3.11967)  -0.2692
C (-3.73949, -1.84440, 3.35990)  -0.0437
C (-4.28781, -2.94270, 3.99619)  -0.0213
S (-3.87450, 0.69568, 2.25372)  0.6381
O (-3.06190, 1.44752, 3.16767)  -0.2998
O (-4.98899, 1.36848, 1.64512)  -0.2931
N (-2.90611, 0.09479, 1.06013)  -0.1562
C (-3.61764, -0.72039, 0.08848)  -0.2363
C (-2.63005, -1.32868, -0.90463)  -0.1011
C (-1.82774, -2.42879, -0.11152)  -0.7222
O (-2.24786, -3.57801, -0.14231)  -0.0140
O (-0.85775, -2.00137, 0.57302)  -0.1304
H (-7.28118, -4.08711, 5.13459)  0.0711
H (-5.79885, -4.23698, 6.08635)  0.0812
H (-5.92353, -5.05352, 4.53048)  0.0805
H (-7.42577, -1.79309, 4.48885)  0.1080
H (-6.43594, 0.17047, 3.31679)  0.1101
H (-2.70870, -1.86250, 3.04118)  0.1099
H (-3.68112, -3.82038, 4.16600)  0.1201
H (-2.09841, -0.40541, 1.45077)  0.0511
H (-4.34714, -0.06483, -0.39838)  0.1167
H (-4.16406, -1.54187, 0.58347)  0.1234
H (-1.94075, -0.54501, -1.26934)  0.0749
H (-3.16163, -1.78204, -1.74250)  0.1124



2.
Density functional theory data (the ωB97M-V functional and the def2-TZVPD basis) for a molecular structure, C21H48AlF2N4O20PS2 at a distorted geometry.

Values from the calculation:
* frontier orbital gap: 0.0472 Ha
* max |F|: 6.10 eV Å⁻¹
* total charge: +2
* total energy: -4131.7613 Ha
* energy above the lowest of the compared OMol25 structures with the same formula, charge and spin: 136.0 kJ/mol

Last column: Löwdin charge in e.
Atoms and positions in Å:
Al (-3.58156, -1.15564, -0.75296)  0.9768
N (0.24997, 0.02011, -0.95707)  -0.1780
S (1.06342, 1.32655, -0.76302)  0.4272
O (1.43138, 2.11759, -1.94329)  -0.2017
O (1.91825, 1.38459, 0.40542)  -0.2182
F (-0.24501, 2.00722, -0.24311)  -0.1939
S (1.63188, -0.90008, -1.57734)  0.6574
O (2.70131, -1.26117, -0.58931)  -0.2591
O (1.92434, -0.75165, -3.00753)  -0.2320
F (0.75856, -2.26097, -1.68068)  -0.2126
O (-2.15919, -0.41356, 3.58423)  -0.2295
P (-1.65946, -0.06626, 4.92194)  0.6335
N (-2.18573, -1.00898, 6.19671)  -0.2304
C (-1.82677, -0.61011, 7.51382)  -0.0816
C (-2.41628, -2.42594, 6.03817)  -0.0333
N (-1.83330, 1.61261, 5.36679)  -0.2677
C (-1.09730, 2.57982, 4.53116)  -0.0530
C (-3.10892, 2.05990, 5.86103)  -0.0864
N (0.08599, -0.35478, 5.04028)  -0.1295
C (0.71622, -1.13189, 3.96987)  -0.0341
C (1.04036, 0.23386, 6.03812)  -0.0167
H (-0.78861, -0.83539, 7.75790)  0.0948
H (-2.55393, -1.05789, 8.19119)  0.1197
H (-1.80230, 0.47038, 7.65540)  0.0913
H (-3.11474, -2.73747, 6.81484)  0.1154
H (-1.47345, -2.96395, 6.13670)  0.1111
H (-2.78545, -2.66491, 5.04082)  0.0994
H (-0.05515, 2.70744, 4.82396)  0.0852
H (-1.06600, 2.22935, 3.49951)  0.0940
H (-1.57744, 3.55730, 4.57711)  0.1059
H (-3.51396, 1.39341, 6.62250)  0.0864
H (-2.97485, 3.03406, 6.33128)  0.1063
H (-3.77046, 2.19398, 5.00518)  0.1093
H (0.30535, -0.86464, 2.99628)  0.0998
H (1.77285, -0.86692, 3.93213)  0.1034
H (0.77728, -2.21375, 4.08796)  0.1202
H (1.23019, -0.51366, 6.80836)  0.1084
H (0.56979, 1.10810, 6.48798)  0.0831
H (1.98567, 0.52010, 5.57709)  0.1143
C (-4.29445, -6.23690, -5.01139)  0.0109
O (-3.25110, -6.78037, -4.16087)  -0.0411
C (-2.72929, -6.24642, -3.06519)  -0.5313
O (-2.92493, -5.06240, -2.72187)  0.0585
O (-1.85638, -7.13910, -2.51007)  -0.0105
C (-1.83781, -8.50380, -2.83759)  -0.0686
H (-4.31203, -7.04054, -5.74756)  0.1021
H (-3.94786, -5.26614, -5.36579)  0.0972
H (-5.27088, -6.14291, -4.53616)  0.0953
H (-1.23175, -9.04598, -2.11176)  0.0964
H (-1.37324, -8.61044, -3.81784)  0.0989
H (-2.76031, -9.08088, -2.90150)  0.0988
C (1.56986, 7.46312, -3.15035)  -0.0422
O (1.97304, 8.50232, -4.06814)  -0.0272
C (3.13082, 8.29261, -4.79189)  -0.5420
O (3.97311, 7.40004, -4.69651)  0.1112
O (3.26781, 9.27684, -5.67238)  -0.0070
C (2.37666, 10.39006, -5.92757)  -0.0125
H (2.02414, 6.54078, -3.51234)  0.0869
H (0.49365, 7.30028, -3.09252)  0.0830
H (1.74899, 7.59802, -2.08367)  0.0890
H (1.38115, 10.00916, -6.15560)  0.0911
H (2.79401, 10.87569, -6.80966)  0.0998
H (2.28392, 11.02298, -5.04502)  0.0960
C (5.37004, 5.15380, 3.17006)  -0.0966
O (5.86560, 4.57189, 2.04917)  -0.0068
C (5.24089, 4.78069, 0.83542)  -0.5484
O (4.40293, 5.62009, 0.59658)  0.1300
O (5.80846, 4.03057, -0.10045)  0.0110
C (5.56076, 4.47023, -1.41756)  -0.0343
H (5.80135, 6.15453, 3.19477)  0.1070
H (5.76669, 4.59461, 4.01746)  0.0995
H (4.28140, 5.20744, 3.16118)  0.0964
H (5.96419, 3.68698, -2.05932)  0.1026
H (6.17308, 5.35974, -1.56567)  0.1103
H (4.50867, 4.66942, -1.62139)  0.0968
C (-3.73817, -6.51504, 2.41062)  -0.0244
O (-2.32274, -6.70447, 2.42715)  0.0032
C (-1.52355, -5.84103, 1.84518)  -0.6514
O (-1.84999, -4.68027, 1.60240)  0.0633
O (-0.37655, -6.41533, 1.82496)  0.0315
C (0.78161, -5.86980, 1.17067)  0.0066
H (-4.04669, -5.51267, 2.70755)  0.0830
H (-4.16635, -7.14863, 3.18736)  0.0972
H (-4.05824, -6.80990, 1.41127)  0.1046
H (1.69873, -6.10984, 1.70860)  0.1001
H (0.67632, -4.83646, 0.84017)  0.0908
H (0.79014, -6.46764, 0.25928)  0.1001
C (-0.78162, -2.27521, -8.21447)  -0.0764
O (-1.12625, -2.37538, -6.85345)  -0.0490
C (-1.29164, -1.23812, -5.98379)  -0.4904
O (-1.73627, -1.26761, -4.83525)  0.0771
O (-1.12188, -0.13721, -6.69809)  -0.0218
C (-1.06341, 1.15449, -6.04044)  -0.0057
H (-1.58316, -1.76706, -8.75058)  0.0942
H (-0.75078, -3.26772, -8.66399)  0.0963
H (0.17896, -1.77288, -8.32869)  0.0981
H (-0.65948, 1.84038, -6.78509)  0.0972
H (-0.38677, 1.24679, -5.19088)  0.0949
H (-2.08617, 1.45803, -5.81705)  0.0958



3.
Density functional theory data (the ωB97M-V functional and the def2-TZVPD basis) for a molecular structure, C41H42FN9O6PtSSe.

Values from the calculation:
* frontier orbital gap: 0.2467 Ha
* max |F|: 0.88 eV Å⁻¹
* total charge: +2
* total energy: -5550.2330 Ha
* energy above the lowest of the compared OMol25 structures with the same formula, charge and spin: 0.0 kJ/mol

Last column: Löwdin charge in e.
Atoms and positions in Å:
Pt (1.15576, -2.20699, -1.46502)  1.1702
C (1.26569, 1.33368, 5.91953)  -0.0561
C (1.61252, 2.17052, 4.69622)  -0.1795
N (1.04765, 1.61221, 3.46190)  -0.0265
C (1.83030, 0.83669, 2.68535)  0.0389
C (1.44264, 0.17450, 1.55669)  -0.0424
C (2.58229, -0.55232, 0.86118)  -0.5903
O (3.69551, -0.41742, 1.33771)  0.0612
O (2.39648, -1.23449, -0.22116)  -0.2148
C (0.06322, 0.25399, 1.15028)  -0.3685
O (-0.44998, -0.37043, 0.21951)  -0.1506
C (-0.77052, 1.17014, 1.96573)  -0.0393
C (-2.09164, 1.39427, 1.58196)  0.0882
C (-2.89025, 2.22972, 2.30993)  -0.1893
F (-4.14385, 2.48566, 1.87037)  0.0670
C (-2.44108, 2.84510, 3.48475)  -0.1496
C (-1.13204, 2.61875, 3.86933)  0.0614
C (-0.27649, 1.81228, 3.10819)  -0.1199
N (-3.26077, 3.67642, 4.29370)  -0.0921
C (-2.90116, 5.08247, 4.36702)  -0.1355
C (-3.41644, 5.68100, 5.66314)  -0.0823
N (-4.90711, 5.48762, 5.72308)  0.0639
C (-5.27043, 4.03235, 5.59414)  -0.0786
C (-4.70106, 3.49665, 4.29110)  -0.1490
H (1.66239, 1.80235, 6.81986)  0.0848
H (1.70281, 0.33900, 5.83369)  0.0848
H (0.18630, 1.22391, 6.03323)  0.0712
H (2.69053, 2.21168, 4.55807)  0.1276
H (1.27024, 3.19877, 4.80555)  0.1140
H (2.86656, 0.74495, 2.98533)  0.1488
H (-2.46713, 0.91282, 0.68885)  0.1395
H (-0.79263, 3.05792, 4.79688)  0.1147
H (-3.31540, 5.64680, 3.51434)  0.1440
H (-1.82079, 5.20000, 4.33542)  0.1364
H (-3.20286, 6.74574, 5.73413)  0.1421
H (-2.99585, 5.16333, 6.52312)  0.1429
H (-5.33787, 6.00214, 4.95056)  0.1849
H (-5.28406, 5.87624, 6.58829)  0.1878
H (-6.35487, 3.94650, 5.62287)  0.1425
H (-4.83752, 3.51841, 6.44998)  0.1434
H (-5.18727, 4.00249, 3.44431)  0.1349
H (-4.94854, 2.44003, 4.22556)  0.1468
N (-1.27552, -5.18084, 0.07259)  0.1442
C (-1.30802, -5.27905, 1.48608)  -0.2231
C (-1.98438, -6.32954, 2.07670)  -0.0090
C (-2.01839, -6.44571, 3.45994)  -0.0616
C (-1.37367, -5.50715, 4.24532)  -0.0661
C (-0.69537, -4.45183, 3.64723)  -0.0906
C (-0.66159, -4.33701, 2.26996)  -0.4260
S (0.21584, -2.96923, 1.56503)  1.1004
N (0.02476, -3.24270, -0.10516)  -0.3690
C (-0.61478, -4.23669, -0.62564)  -0.3096
C (-0.61716, -4.31185, -2.10384)  -0.1570
C (-1.26604, -5.28187, -2.84458)  0.0263
C (-1.21829, -5.22877, -4.22826)  -0.0100
C (-0.52881, -4.19529, -4.83646)  -0.0054
C (0.11533, -3.26718, -4.03994)  -0.0824
N (0.08281, -3.33118, -2.70864)  -0.0663
H (-1.73942, -5.91126, -0.43625)  0.1313
H (-2.48052, -7.06425, 1.45248)  0.1214
H (-2.54421, -7.27188, 3.91736)  0.1144
H (-1.39347, -5.59473, 5.32266)  0.1132
H (-0.18320, -3.71506, 4.25469)  0.1117
H (-1.79870, -6.08716, -2.35987)  0.1193
H (-1.71331, -5.98468, -4.82206)  0.1278
H (-0.47611, -4.11059, -5.91222)  0.1253
H (0.68435, -2.45161, -4.46333)  0.1092
C (2.44421, -0.04571, -6.19485)  -0.0501
C (3.30821, 0.87635, -5.33841)  -0.1483
C (3.79253, 0.22175, -4.02840)  -0.2915
C (4.49861, 1.27356, -3.13056)  -0.1406
C (5.07524, 0.69339, -1.84081)  -0.0440
C (4.80970, -0.84821, -4.36800)  -0.4123
O (5.77439, -0.61222, -5.04493)  0.1504
N (4.58522, -2.10514, -3.84727)  0.2375
C (3.48781, -2.51273, -3.12509)  -0.4900
O (3.36313, -3.64827, -2.75627)  0.1055
N (2.48182, -1.54390, -2.87035)  0.0242
C (2.60386, -0.30558, -3.27048)  -0.3864
O (1.71046, 0.59137, -3.07555)  -0.2735
H (2.22852, 0.42014, -7.15515)  0.0893
H (1.48386, -0.25239, -5.71202)  0.0559
H (2.94979, -0.99396, -6.39561)  0.0877
H (2.75713, 1.78225, -5.08354)  0.1171
H (4.20220, 1.16831, -5.88784)  0.1307
H (3.76735, 2.05077, -2.90578)  0.1219
H (5.28896, 1.71843, -3.73548)  0.1328
H (4.31646, 0.19979, -1.22760)  0.0605
H (5.51563, 1.48865, -1.24164)  0.0889
H (5.86426, -0.03138, -2.04771)  0.0898
H (5.28566, -2.81236, -4.02955)  0.1821
Se (-0.11842, 0.41999, -2.49364)  1.2490
C (-0.57577, 1.26903, -4.15133)  -0.5102
C (-0.19199, 2.58271, -4.39116)  -0.0902
C (-0.52000, 3.14441, -5.61657)  -0.1194
N (-1.20330, 2.49617, -6.55792)  0.0839
C (-1.58244, 1.24865, -6.31021)  -0.1272
C (-1.28966, 0.58604, -5.12316)  -0.1042
H (0.36122, 3.14416, -3.65024)  0.1100
H (-0.23172, 4.16253, -5.85049)  0.1152
H (-2.13813, 0.75105, -7.09670)  0.1140
H (-1.61015, -0.43596, -4.96417)  0.0957



Number 2 is which compound?
C21H48AlF2N4O20PS2



What is the max |F| in the second record?
6.10 eV Å⁻¹



Number 3 is which compound?
C41H42FN9O6PtSSe